{
  "formula": "C18H39F9N12O23",
  "method": "the ωB97M-V functional and the def2-TZVPD basis",
  "homo_energy_ev": -9.293,
  "gap_ha": 0.338,
  "e_lumo_ha": -0.0034,
  "charge": 0,
  "e_tot_ha": -3994.729442,
  "smiles": "NC[C@H](O)CNC(=O)OC(F)(F)C(F)(F)C(F)(F)C(F)(F)F.C[N+](=O)[O-].C[N+](=O)[O-].C[N+](=O)[O-].C[N+](=O)[O-].C[N+](=O)[O-].C[N+](=O)[O-].C[N+](=O)[O-].C[N+](=O)[O-].C[N+](=O)[O-].C[N+](=O)[O-]",
  "species": ["N", "C", "C", "O", "C", "N", "C", "O", "O", "C", "F", "F", "C", "F", "F", "C", "F", "F", "C", "F", "F", "F", "H", "H", "H", "H", "H", "H", "H", "H", "H", "C", "N", "O", "O", "H", "H", "H", "C", "N", "O", "O", "H", "H", "H", "C", "N", "O", "O", "H", "H", "H", "C", "N", "O", "O", "H", "H", "H", "C", "N", "O", "O", "H", "H", "H", "C", "N", "O", "O", "H", "H", "H", "C", "N", "O", "O", "H", "H", "H", "C", "N", "O", "O", "H", "H", "H", "C", "N", "O", "O", "H", "H", "H", "C", "N", "O", "O", "H", "H", "H"],
  "coordinates": [[3.95225, -3.42513, 5.96541], [2.71279, -4.17949, 5.91125], [1.44854, -3.33516, 5.78571], [0.35111, -4.20124, 6.07734], [1.26945, -2.66106, 4.43267], [1.35423, -3.58914, 3.29251], [2.39273, -3.28141, 2.41389], [3.53607, -3.08473, 2.67209], [2.01182, -3.22609, 1.05725], [1.24603, -2.19726, 0.61347], [0.62159, -1.54158, 1.60366], [0.30974, -2.67961, -0.21315], [2.04229, -1.16020, -0.23696], [1.15870, -0.20062, -0.57060], [2.45519, -1.74813, -1.36597], [3.25727, -0.46809, 0.45280], [3.03821, -0.39688, 1.77185], [3.33904, 0.78483, -0.01470], [4.65252, -1.14042, 0.19012], [4.57142, -2.44935, 0.01852], [5.44161, -0.89939, 1.23591], [5.20817, -0.61046, -0.88951], [4.15105, -2.97242, 5.08087], [3.91857, -2.71439, 6.68723], [2.60956, -4.76367, 6.82745], [2.78716, -4.91200, 5.10406], [1.51422, -2.55171, 6.55161], [-0.46095, -3.79821, 5.75484], [0.28753, -2.17814, 4.39504], [2.00651, -1.86068, 4.34466], [1.38269, -4.56475, 3.56783], [-1.43452, 1.26053, -0.66443], [-2.74996, 1.91645, -0.42641], [-2.83472, 3.11054, -0.63661], [-3.65637, 1.21094, -0.03875], [-0.73556, 2.01471, -1.00519], [-1.12018, 0.81588, 0.27458], [-1.58952, 0.48720, -1.41066], [-3.01998, 5.62366, -2.43592], [-3.18977, 6.59589, -3.54260], [-3.29665, 6.14843, -4.66299], [-3.23953, 7.77683, -3.25516], [-3.02441, 4.63060, -2.86749], [-2.07531, 5.83783, -1.94989], [-3.84567, 5.76267, -1.74345], [0.05008, -5.74473, -1.11423], [0.04358, -6.22215, 0.29703], [0.00827, -7.41553, 0.50684], [0.09568, -5.36562, 1.15958], [-0.01871, -6.59550, -1.77551], [-0.79830, -5.07929, -1.23800], [0.98068, -5.19844, -1.24110], [-0.05463, 6.10195, -5.72206], [0.52711, 6.16753, -4.35217], [-0.23811, 6.30602, -3.41535], [1.73099, 6.07512, -4.25261], [-1.13124, 6.19165, -5.64670], [0.38655, 6.91509, -6.29091], [0.22995, 5.14449, -6.14675], [-4.58583, 3.50827, -6.98471], [-3.15672, 3.76980, -7.30212], [-2.81274, 3.80111, -8.46598], [-2.42831, 3.96513, -6.35085], [-5.11654, 3.34341, -7.91425], [-4.62143, 2.63894, -6.33750], [-4.95759, 4.37938, -6.45256], [7.84605, -0.37133, 3.48663], [7.93365, -0.58148, 4.95805], [6.90025, -0.49706, 5.59494], [9.02073, -0.83676, 5.42386], [6.81220, -0.16154, 3.24556], [8.49681, 0.45845, 3.22797], [8.19035, -1.28439, 3.01007], [-6.51970, 3.66743, -2.58678], [-7.18356, 3.51442, -3.91007], [-8.26694, 4.02820, -4.06961], [-6.58127, 2.87967, -4.75847], [-7.16654, 4.25942, -1.95131], [-6.35780, 2.67043, -2.18823], [-5.57104, 4.16519, -2.76500], [-1.91261, -10.40070, -1.58020], [-1.71495, -9.24630, -2.49883], [-1.54343, -9.46903, -3.67682], [-1.72739, -8.14409, -1.98633], [-1.86898, -11.31175, -2.16430], [-1.12193, -10.35189, -0.83714], [-2.87957, -10.26956, -1.10432], [6.10544, -1.77031, 8.63067], [4.80321, -1.42965, 9.26524], [4.80517, -0.69868, 10.22993], [3.80821, -1.91514, 8.75844], [6.89499, -1.26898, 9.17663], [6.20799, -2.85083, 8.66881], [6.06032, -1.43040, 7.60083], [-6.55355, 8.39651, -4.64988], [-6.73065, 7.11196, -3.92070], [-7.45729, 7.09130, -2.95143], [-6.09885, 6.16262, -4.34302], [-7.15895, 9.15006, -4.16130], [-5.49322, 8.63358, -4.60975], [-6.86482, 8.22840, -5.67644]],
  "forces_ev_per_angstrom": [[0.099, 0.136, -0.151], [0.138, 0.023, 0.187], [-0.119, -0.142, 0.117], [0.110, -0.083, -0.248], [0.060, -0.077, 0.291], [0.076, 0.498, -0.219], [0.017, -0.217, 0.240], [0.089, 0.113, -0.016], [0.285, 0.124, -0.040], [0.027, -0.237, -0.040], [-0.076, 0.169, 0.139], [-0.187, -0.077, -0.123], [-0.041, -0.015, 0.231], [-0.085, 0.203, -0.051], [0.097, -0.112, -0.258], [0.096, -0.103, -0.254], [-0.059, -0.079, 0.273], [0.030, 0.180, -0.049], [-0.141, -0.075, 0.142], [-0.063, -0.162, 0.057], [0.136, 0.102, 0.085], [0.057, 0.106, -0.217], [-0.026, -0.069, -0.019], [-0.025, -0.085, 0.067], [-0.007, 0.033, 0.018], [-0.061, 0.030, -0.041], [-0.080, 0.076, -0.051], [-0.034, 0.016, 0.080], [0.000, 0.005, 0.068], [0.085, -0.100, -0.116], [-0.288, -0.041, -0.145], [0.056, 0.067, -0.002], [-0.045, -0.052, 0.004], [-0.035, 0.022, -0.026], [0.047, 0.050, -0.039], [-0.011, 0.005, 0.003], [-0.041, -0.036, -0.001], [-0.020, -0.029, 0.033], [-0.022, -0.138, 0.082], [-0.125, -0.014, 0.069], [0.130, 0.148, -0.136], [-0.056, -0.038, -0.025], [0.032, 0.002, -0.004], [-0.009, 0.054, 0.021], [0.008, 0.069, 0.005], [0.096, -0.001, -0.005], [0.014, -0.011, 0.080], [0.051, 0.022, -0.040], [-0.097, -0.165, -0.018], [-0.014, -0.080, 0.026], [0.022, 0.037, 0.047], [-0.040, 0.065, -0.018], [-0.059, 0.040, -0.005], [-0.016, -0.013, -0.022], [0.069, -0.016, -0.031], [-0.052, 0.001, 0.002], [0.013, -0.016, 0.019], [0.042, -0.023, -0.004], [0.018, 0.007, -0.008], [-0.047, -0.036, -0.152], [-0.143, 0.156, 0.014], [0.012, -0.025, 0.082], [0.253, -0.153, -0.055], [0.007, 0.000, -0.008], [-0.014, 0.041, 0.051], [0.022, -0.023, 0.069], [-0.093, 0.017, -0.047], [-0.093, -0.064, -0.007], [0.033, 0.024, 0.005], [0.014, 0.030, -0.009], [-0.003, 0.003, -0.009], [0.057, -0.032, 0.049], [0.043, 0.010, 0.016], [-0.022, -0.019, 0.061], [0.005, 0.071, -0.052], [0.014, -0.093, 0.001], [-0.028, 0.036, 0.108], [-0.006, 0.033, -0.034], [0.026, -0.031, -0.017], [-0.056, -0.063, -0.023], [-0.003, -0.082, -0.046], [0.051, 0.029, 0.079], [-0.007, -0.001, 0.032], [-0.106, -0.027, -0.137], [0.003, 0.013, -0.011], [-0.023, 0.032, 0.021], [0.014, 0.023, 0.025], [0.065, 0.035, 0.040], [0.074, 0.013, 0.007], [-0.027, -0.045, -0.030], [-0.084, 0.058, 0.026], [-0.030, 0.013, 0.030], [-0.040, -0.005, -0.058], [0.031, -0.047, -0.020], [-0.055, 0.069, 0.018], [0.033, 0.138, 0.082], [0.077, -0.036, -0.049], [-0.059, -0.090, 0.002], [-0.007, -0.019, 0.010], [0.015, -0.032, -0.017], [0.032, -0.020, -0.009]]
}